Entry 1:
One molecule with the formula C3H3NO2. Source: the Open Molecules 2025 dataset; level of theory: ωB97M-V with the def2-TZVPD basis set.

## Properties
E_HOMO in eV: -10.18
Strongest force on any atom in eV/A: 4.057
ΔE to the lowest compared entry with this formula, charge and spin in eV: 4.463
LUMO level in eV: 0.46
Frontier orbital gap in Eh: 0.3911
Multiplicity: 1
Charge: 0

Cartesian coordinates (Å):
C: -1.3211 1.0902 1.4245
C: -0.7937 0.1882 0.8005
C: -0.1034 -0.9500 0.1397
O: -0.2111 -2.1048 0.4015
N: 0.9089 -0.5373 -0.7179
O: 0.7752 0.5147 -1.5945
H: -1.8718 1.9909 1.7526
H: 1.2773 -1.3813 -1.1759
H: 1.3397 1.1894 -1.0306

Entry 2:
One molecule with the formula C4H10O2. Source: the Open Molecules 2025 dataset; level of theory: ωB97M-V with the def2-TZVPD basis set.

## Properties
E_HOMO in eV: -9.81
Strongest force on any atom in eV/A: 1.269
ΔE to the lowest compared entry with this formula, charge and spin in eV: 1.680
LUMO level in eV: 1.07
Frontier orbital gap in Eh: 0.3998
Multiplicity: 1
Charge: 0

Cartesian coordinates (Å):
C: -0.6871 0.6754 -2.2439
C: -0.2260 -0.3698 -1.2075
O: 0.6473 0.1293 -0.1661
C: 0.8636 -0.7167 1.0438
C: 0.3792 0.1008 2.2725
O: -0.7163 0.7843 1.7314
H: -1.3031 1.4749 -1.8166
H: -1.3207 0.1636 -2.9879
H: 0.1357 1.1338 -2.8030
H: 0.3102 -1.1597 -1.7449
H: -1.1230 -0.7971 -0.7419
H: 1.9273 -0.9487 1.0401
H: 0.2523 -1.6291 1.0045
H: 1.1511 0.7798 2.6837
H: 0.0735 -0.5281 3.1339
H: -0.3640 0.9072 0.8018

Entry 3:
A 2-piece molecular cluster, C6H12N2O overall. Source: the Open Molecules 2025 dataset; level of theory: ωB97M-V with the def2-TZVPD basis set.

## Properties
E_HOMO in eV: -8.35
Strongest force on any atom in eV/A: 2.653
ΔE to the lowest compared entry with this formula, charge and spin in eV: 1.761
LUMO level in eV: 0.90
Frontier orbital gap in Eh: 0.3397
Multiplicity: 1
Charge: 0

Cartesian coordinates (Å):
C: 3.1182 0.3991 -0.1210
C: 2.0880 0.5949 -1.1886
C: 1.4652 -0.3003 -2.0253
N: 0.3418 0.3309 -2.4811
C: 0.3418 1.6289 -1.8682
N: 1.3808 1.7522 -1.0874
H: 4.0503 -0.0470 -0.4031
H: 2.5957 -0.1688 0.6914
H: 3.1673 1.2635 0.5241
H: 1.9146 -1.2190 -2.3900
H: -0.1793 0.1646 -3.3236
H: -0.5571 2.2266 -1.8312
C: -1.4790 -1.3143 1.8496
C: -2.8439 -0.7198 1.5229
O: -2.8449 0.6896 1.3555
H: -0.6599 -0.5878 1.6274
H: -1.1146 -2.1346 1.2303
H: -1.2340 -1.6144 2.8858
H: -2.9846 -1.1022 0.5138
H: -3.5769 -0.9501 2.2959
H: -2.9895 1.1080 2.2229

Entry 4:
A 5-piece molecular cluster, C33H56N3O10 overall. Source: the Open Molecules 2025 dataset; level of theory: ωB97M-V with the def2-TZVPD basis set.

## Properties
E_HOMO in eV: -11.01
Strongest force on any atom in eV/A: 3.860
LUMO level in eV: -3.37
Frontier orbital gap in Eh: 0.2806
Multiplicity: 1
Charge: +1

Cartesian coordinates (Å):
C: 7.8601 0.5074 2.7453
C: 6.2761 0.3067 2.6076
N: 5.9975 0.3746 1.1179
C: 4.5546 0.3461 1.0116
C: 3.7177 -0.8450 1.3202
C: 2.2668 -0.7255 1.1740
N: 1.6441 0.4644 0.7701
O: 0.2891 0.4391 0.6513
C: -0.2940 1.0219 1.8601
C: -1.6439 0.3515 2.3103
C: -2.4949 0.0243 0.9831
C: -2.5581 1.2913 3.1938
C: -1.9708 1.6602 4.6147
C: -1.5636 0.3717 5.4720
C: -0.8064 2.7385 4.5969
C: 2.3905 1.6014 0.5091
C: 1.7216 2.9589 0.1006
C: 1.7680 3.9214 1.3869
O: 2.2081 3.2454 2.5799
C: 2.7980 5.1127 1.1308
N: 3.1334 5.7882 2.4206
C: 3.8752 1.5986 0.6032
H: 8.1520 1.4089 2.1412
H: 8.1627 0.5813 3.8209
H: 8.3202 -0.4040 2.2721
H: 5.7759 1.1806 3.1134
H: 5.9624 -0.6791 3.0362
H: 6.2872 1.3228 0.8527
H: 4.1832 -1.7986 1.6581
H: 1.5847 -1.5915 1.3919
H: 0.4405 0.9358 2.7181
H: -0.4792 2.1251 1.6965
H: -1.4443 -0.6502 2.7878
H: -3.6033 0.1296 1.1937
H: -2.3528 -1.0300 0.6288
H: -2.2877 0.7721 0.1549
H: -2.8817 2.2007 2.6053
H: -3.5068 0.7001 3.3902
H: -2.8273 2.1332 5.1938
H: -2.4748 -0.2796 5.5662
H: -0.7143 -0.1379 4.9368
H: -1.2951 0.7034 6.5155
H: -0.8346 3.4688 5.4451
H: 0.1713 2.1623 4.6792
H: -0.7478 3.2467 3.5850
H: 0.6386 2.8143 -0.1581
H: 2.2356 3.3818 -0.8014
H: 0.7256 4.3027 1.6084
H: 3.1825 3.2395 2.6205
H: 3.7766 4.6995 0.7352
H: 2.3093 5.8208 0.3995
H: 2.2749 5.9177 2.9725
H: 3.4880 6.7098 2.1469
H: 4.4395 2.5315 0.3587
O: -5.0471 -1.9288 0.0820
C: -4.8670 -2.2080 -1.0745
O: -5.7516 -2.9110 -1.8253
C: -5.1847 -3.1662 -3.1216
C: -4.1211 -2.1059 -3.3048
C: -3.6359 -1.8835 -1.8864
H: -4.7707 -4.1748 -3.1270
H: -5.9621 -3.1007 -3.8817
H: -3.3329 -2.4027 -3.9969
H: -4.5754 -1.1863 -3.6860
H: -2.8408 -2.5759 -1.6172
H: -3.3205 -0.8531 -1.7258
O: -6.7598 -5.6140 -4.5128
C: -6.5129 -6.6357 -3.9369
O: -5.2859 -6.9498 -3.4269
C: -5.3153 -8.2872 -2.9048
C: -6.7753 -8.5771 -2.6291
C: -7.4768 -7.7733 -3.7081
H: -4.8910 -8.9626 -3.6535
H: -4.7105 -8.3393 -1.9992
H: -7.0135 -9.6407 -2.6484
H: -7.0508 -8.1883 -1.6452
H: -7.5823 -8.3410 -4.6349
H: -8.4437 -7.4042 -3.3717
O: 2.6846 8.8856 0.5927
C: 3.8616 8.8021 0.3847
O: 4.6854 7.9436 1.0490
C: 6.0438 8.1716 0.6407
C: 5.9446 8.8437 -0.7130
C: 4.6540 9.6356 -0.5903
H: 6.5292 8.8067 1.3858
H: 6.5747 7.2210 0.5881
H: 6.8141 9.4549 -0.9540
H: 5.8374 8.0874 -1.4955
H: 4.8216 10.6242 -0.1583
H: 4.1382 9.7165 -1.5451
O: -2.4145 -4.4132 -2.5760
C: -1.9376 -5.0191 -3.4972
O: -1.2500 -4.4354 -4.5114
C: -0.9171 -5.4266 -5.4966
C: -0.9658 -6.7496 -4.7613
C: -2.0486 -6.5032 -3.7262
H: -1.6502 -5.3730 -6.3056
H: 0.0725 -5.2200 -5.9038
H: -1.1663 -7.5986 -5.4150
H: -0.0116 -6.9307 -4.2586
H: -3.0429 -6.7292 -4.1146
H: -1.8602 -7.0559 -2.8072

Entry 5:
C26H44As2ClN2OTc as an isolated structure. Source: the Open Molecules 2025 dataset; level of theory: ωB97M-V with the def2-TZVPD basis set.

## Properties
E_HOMO (alpha / beta) in eV: -16.65 / -16.64
Expectation value of S²: 3.7884
Strongest force on any atom in eV/A: 4.815
ΔE to the lowest compared entry with this formula, charge and spin in eV: 0.263
LUMO level (alpha / beta) in eV: -9.83 / -11.62
Frontier orbital gap (alpha / beta) in Eh: 0.2504 / 0.1843
Multiplicity: 4
Charge: +3

Cartesian coordinates (Å):
Tc: 2.9943 -14.6158 10.3660
C: 5.9079 -15.3155 10.5034
N: 5.0580 -14.3008 11.1242
C: 5.3157 -14.3783 12.5956
C: 5.4915 -12.9712 10.6853
C: 4.3459 -11.9764 10.6279
N: 3.1691 -12.5276 9.8259
C: 3.5769 -12.3235 8.4078
C: 1.9866 -11.6351 10.0776
H: 6.9204 -15.1387 10.8895
H: 5.9106 -15.2059 9.4076
H: 5.5681 -16.3022 10.8212
H: 6.3739 -14.0762 12.8305
H: 5.2058 -15.4098 12.8887
H: 4.5718 -13.7519 13.0923
H: 5.9295 -13.1069 9.7088
H: 6.3048 -12.6129 11.3543
H: 4.6658 -11.0380 10.1108
H: 3.9953 -11.6687 11.6082
H: 3.9152 -11.2753 8.2493
H: 2.6922 -12.6578 7.8211
H: 4.4715 -12.9544 8.2384
H: 2.3645 -10.5923 9.9337
H: 1.6600 -11.7863 11.1131
H: 1.2084 -11.8464 9.3251
C: 4.1355 -15.5999 6.7408
As: 3.2055 -16.0196 8.4193
C: 3.6503 -17.9583 8.6056
C: 1.5630 -16.0531 7.3590
C: 1.4110 -16.8010 6.2009
C: 0.1687 -17.0723 5.6233
C: -0.9382 -16.3032 6.0497
C: -0.7674 -15.3893 7.1018
C: 0.3954 -15.4189 7.8681
As: 0.5364 -14.9137 9.7778
C: -0.8345 -13.5006 9.6402
C: -0.3965 -16.4420 10.3610
H: 4.1319 -16.4444 6.0615
H: 5.1909 -15.3357 6.8416
H: 3.5971 -14.7347 6.2342
H: 3.9422 -18.3625 7.6102
H: 2.7387 -18.4045 9.0597
H: 4.4449 -18.0824 9.3496
H: 2.2726 -17.3504 5.8106
H: -0.0313 -17.8604 4.9054
H: -1.9353 -16.4443 5.5296
H: -1.5220 -14.7160 7.4292
H: -1.7910 -13.9544 9.3323
H: -0.5730 -12.6410 9.0061
H: -1.0094 -13.1650 10.7039
H: 0.4012 -17.1179 10.6186
H: -1.1570 -16.8308 9.6056
H: -0.9186 -16.1454 11.2769
Cl: 3.0337 -16.6731 11.5911
C: -1.0870 -10.2677 16.2309
C: -0.3187 -11.4134 15.5215
C: 1.0639 -11.1701 15.2622
C: 1.8426 -12.2157 14.7696
C: 3.3248 -12.2502 14.9463
C: 1.1519 -13.3304 14.0808
C: 1.6931 -14.0302 12.9915
O: 2.5957 -13.5083 12.1827
C: -0.1155 -13.7079 14.5740
C: -0.8443 -15.0094 14.1793
C: -0.8699 -12.7022 15.2162
H: -1.5360 -10.6933 17.1777
H: -1.9417 -9.9099 15.6605
H: -0.4190 -9.3981 16.4855
H: 1.5359 -10.2196 15.5713
H: 3.5027 -11.9088 15.9674
H: 3.8597 -11.4534 14.3408
H: 3.7717 -13.2556 14.9192
H: 1.2553 -15.0406 12.7751
H: -1.4486 -14.9386 13.2622
H: -1.5859 -15.2226 14.9592
H: -0.1506 -15.9266 14.0403
H: -1.9198 -12.8820 15.4725

Entry 6:
A 2-piece molecular cluster, C4H12 overall. Source: the Open Molecules 2025 dataset; level of theory: ωB97M-V with the def2-TZVPD basis set.

## Properties
E_HOMO in eV: -11.39
Strongest force on any atom in eV/A: 2.914
ΔE to the lowest compared entry with this formula, charge and spin in eV: 0.602
LUMO level in eV: 1.11
Frontier orbital gap in Eh: 0.4595
Multiplicity: 1
Charge: 0

Cartesian coordinates (Å):
C: -1.5965 1.1697 -0.1560
C: -1.8064 1.4131 1.3276
H: -0.6204 1.4916 -0.5320
H: -1.6638 0.0894 -0.2999
H: -2.2584 1.6776 -0.8582
H: -0.8491 1.4222 1.8524
H: -2.3644 2.3161 1.5871
H: -2.3967 0.5976 1.7440
C: 1.0097 -1.3134 -0.3278
C: 2.4572 -1.2661 -0.8850
H: 0.8817 -2.1742 0.3399
H: 0.7343 -0.4816 0.3225
H: 0.3082 -1.4840 -1.1463
H: 2.5169 -0.3586 -1.4890
H: 2.5478 -2.2140 -1.3952
H: 3.0998 -0.8854 -0.0841

The total energy results, record by record, are as follows: -321.21362 -308.83643 -420.51918 -2207.37574 -6213.35413 -159.56285 Eh.